51
Properties=species:S:1:pos:R:3:forces:R:3 method="wB97M-V/def2-TZVPD" de_lowest_kcal_mol=22.2 homo_energy_ev="-7.41 / -7.71" homo_lumo_gap_ha="0.25984 / 0.26760" multiplicity=4
Tc -0.100 0.245 -1.347 0.5 0.1 -1.4
Cl 2.014 0.563 -2.297 -0.1 0.1 -0.5
Cl -1.208 -1.792 -1.479 -0.2 -0.1 0.2
H -1.164 1.113 -2.345 0.7 -0.4 0.7
H 0.959 0.982 -0.414 0.4 -0.1 -0.4
P 0.042 -0.001 -5.312 -0.1 -0.1 -1.7
C 1.693 -0.565 -6.072 -0.3 0.1 0.5
C -1.088 -0.823 -6.586 0.1 0.1 0.0
C 0.055 1.743 -6.067 0.2 -0.2 0.5
C 2.307 -1.719 -5.278 0.1 -0.1 0.2
H 2.320 0.327 -5.902 0.0 -0.3 -0.2
C 1.705 -0.944 -7.558 0.4 0.1 0.0
H 1.146 -1.875 -7.730 0.2 0.4 -0.1
H 2.751 -1.132 -7.838 -0.1 -0.1 0.0
H 1.340 -0.152 -8.220 0.0 -0.5 0.2
H 2.331 -1.528 -4.197 -0.1 0.0 -0.3
H 3.336 -1.863 -5.615 0.1 -0.1 0.0
H 1.783 -2.667 -5.462 0.0 0.2 0.1
H 1.048 2.098 -5.735 -0.3 0.1 -0.2
C -0.998 2.642 -5.409 0.0 0.0 0.0
C -0.027 1.845 -7.597 -0.1 0.5 0.0
H 0.932 1.598 -8.072 -0.5 0.1 0.1
H -0.251 2.894 -7.861 0.1 -0.3 0.0
H -0.847 1.228 -8.012 0.6 0.4 0.1
H -0.914 2.660 -4.314 0.0 -0.1 -0.3
H -2.017 2.345 -5.682 0.2 0.0 0.2
H -0.864 3.662 -5.776 0.0 0.1 0.1
C -1.135 -2.340 -6.386 0.0 -0.1 0.1
H -0.646 -0.632 -7.576 -0.2 -0.1 0.3
C -2.499 -0.228 -6.578 -0.1 -0.1 0.0
H -0.192 -2.835 -6.644 -0.1 0.2 0.3
H -1.873 -2.769 -7.071 -0.1 0.0 0.2
H -1.394 -2.596 -5.346 0.0 0.0 -0.4
H -2.892 -0.149 -5.552 0.0 -0.1 -0.4
H -3.156 -0.860 -7.187 -0.1 0.0 0.3
H -2.543 0.758 -7.054 0.1 -0.1 0.3
S -0.359 1.010 0.931 -0.5 0.2 3.8
C 0.301 0.300 2.436 -0.1 0.1 -0.5
N 0.894 1.020 3.420 -0.5 0.6 -0.4
C 1.333 0.500 4.729 -0.5 0.4 0.2
C 1.646 -0.974 4.638 0.5 0.1 0.0
C 0.488 -1.649 3.957 -0.9 -0.3 -0.2
N 0.200 -1.017 2.656 -0.2 -0.1 -0.4
H 0.848 2.035 3.348 0.0 -0.6 -0.3
H 0.536 0.634 5.486 0.2 0.1 -0.4
H 2.189 1.106 5.053 -0.2 -0.3 -0.2
H 1.747 -1.374 5.651 0.1 0.0 -0.2
H 2.581 -1.124 4.095 -0.1 -0.1 0.0
H -0.399 -1.557 4.623 0.3 -0.1 -0.5
H 0.645 -2.716 3.775 0.1 0.3 0.1
H -0.291 -1.542 1.931 0.3 0.2 0.4

55
Properties=species:S:1:pos:R:3:forces:R:3 method="wB97M-V/def2-TZVPD" de_lowest_kcal_mol=0.0 homo_energy_ev=-10.82 homo_lumo_gap_ha=0.21008 charge=+1
Na 3.454 5.203 0.767 -0.7 -0.5 -0.5
Na 2.523 1.864 2.699 -0.6 -0.7 -0.8
O 0.186 2.321 -0.875 0.3 0.2 0.3
C 1.166 2.325 0.037 0.9 -0.9 1.2
O 1.415 1.220 0.601 0.0 0.6 0.3
O 1.786 3.387 0.332 0.3 1.0 0.0
H -0.157 1.417 -0.775 -0.2 0.1 -0.4
C -0.854 -2.227 -2.483 0.8 -0.8 0.4
O -1.661 -1.288 -1.818 -0.1 0.0 -0.5
C -1.993 -0.207 -2.679 -0.1 0.6 0.9
C -2.826 0.766 -1.869 -0.5 0.2 0.8
N -3.523 1.725 -2.740 0.9 0.9 1.2
C -4.404 2.598 -1.946 -0.8 -0.2 0.7
C -3.689 3.639 -1.087 0.4 0.5 0.0
O -2.694 4.224 -1.899 -0.1 0.2 -0.1
C -1.685 4.973 -1.253 -0.6 -0.6 0.1
H -0.009 -1.783 -3.026 -0.3 0.3 -0.2
H -1.417 -2.897 -3.138 -0.1 0.2 -0.2
H -0.354 -2.862 -1.743 -0.4 0.0 0.2
H -2.580 -0.447 -3.570 0.2 -0.5 0.0
H -1.041 0.270 -2.946 -0.2 0.1 -0.5
H -2.201 1.264 -1.108 0.1 0.1 -0.2
H -3.563 0.270 -1.229 -0.1 -0.5 -0.5
H -2.776 2.415 -2.880 -0.1 -0.3 -1.1
H -5.037 2.048 -1.238 0.1 -0.4 -0.3
H -5.110 3.100 -2.608 0.2 0.1 -0.2
H -3.191 3.256 -0.185 -0.2 -0.4 -0.1
H -4.413 4.391 -0.747 0.0 0.0 0.0
H -1.319 4.436 -0.368 0.2 -0.1 -0.2
H -2.041 5.939 -0.878 0.0 0.2 -0.4
H -0.937 5.024 -2.039 0.4 0.5 0.4
C -2.120 -3.472 2.005 -0.4 -0.5 -0.4
O -0.720 -3.587 2.110 -0.1 0.3 0.0
C -0.078 -2.374 1.759 -0.3 -0.6 0.8
C 1.406 -2.652 1.648 0.0 0.6 -1.3
N 2.144 -1.395 1.689 0.4 -0.7 1.3
C 3.441 -1.476 1.025 -0.4 1.5 -0.8
C 4.303 -2.704 1.225 -1.2 -0.2 0.7
O 4.808 -2.869 2.535 0.6 -0.2 -0.2
C 5.673 -1.858 2.973 -1.2 1.1 0.2
H -2.550 -2.670 2.616 0.2 0.1 0.0
H -2.571 -4.414 2.316 0.2 0.0 0.2
H -2.418 -3.339 0.956 0.0 0.3 0.1
H -0.318 -1.616 2.521 0.2 0.1 0.0
H -0.468 -2.021 0.797 0.1 0.1 -0.1
H 1.494 -3.092 0.637 0.3 -0.2 0.2
H 1.844 -3.363 2.344 -0.5 0.0 0.4
H 1.585 -0.625 1.354 0.2 -0.1 -0.5
H 3.981 -0.567 1.318 0.2 -0.1 -0.2
H 3.270 -1.379 -0.061 0.3 -0.2 0.0
H 5.066 -2.724 0.445 0.2 0.0 0.1
H 3.628 -3.555 1.128 0.4 -0.2 -0.4
H 5.078 -0.932 3.101 0.1 0.0 0.1
H 6.462 -1.555 2.278 0.3 -0.6 0.0
H 6.002 -2.121 3.972 0.5 -0.2 -0.2

55
Properties=species:S:1:pos:R:3:forces:R:3 method="wB97M-V/def2-TZVPD" de_lowest_kcal_mol=39.5 homo_energy_ev=-12.41 homo_lumo_gap_ha=0.36276 charge=+1
N 5.399 4.622 0.627 -2.8 0.6 0.3
C 4.378 5.407 1.334 0.2 -1.6 2.4
O 4.187 5.178 2.560 0.2 1.1 -4.0
C 3.533 6.498 0.533 0.1 0.1 -0.4
C 2.274 5.847 -0.256 2.3 0.5 -0.4
N 1.408 5.151 0.763 -0.2 0.1 -1.4
C 1.600 3.647 0.628 -2.1 -2.0 0.4
C 0.512 3.134 1.711 -0.4 -0.4 0.5
C -0.531 4.378 1.940 2.3 0.8 0.2
C -0.088 5.283 0.665 -2.8 -1.2 0.0
H 5.530 3.723 1.114 0.2 0.8 0.1
H 5.072 4.374 -0.319 0.5 0.6 0.3
H 4.255 6.996 -0.210 -1.3 -0.6 1.0
H 3.106 7.290 1.248 1.0 -1.2 -0.9
H 1.741 6.634 -0.877 0.5 -1.1 1.1
H 2.714 5.046 -0.944 -1.0 1.1 0.8
H 1.621 5.506 1.719 0.4 -0.6 -0.6
H 1.189 3.266 -0.369 0.8 1.3 1.0
H 2.667 3.270 0.698 -1.3 0.9 0.5
H 1.128 2.794 2.602 -1.3 0.7 -0.7
H -0.196 2.294 1.420 1.6 0.6 -0.2
H -1.630 4.128 2.052 1.5 0.2 -0.5
H -0.188 4.908 2.899 -0.8 -0.5 -1.3
H -0.543 6.317 0.550 1.2 -1.0 0.7
H -0.487 4.720 -0.252 1.0 0.8 1.1
O -1.783 0.571 0.393 -0.2 0.0 0.4
S -2.899 -0.340 0.319 -0.4 -1.1 -0.5
O -3.905 -0.389 1.345 0.7 0.4 -0.2
O -2.343 -1.833 0.063 -0.4 1.1 -0.4
C -1.358 -2.358 0.956 0.6 -0.6 0.8
C -1.979 -2.820 2.261 -0.2 0.2 0.2
C -3.701 -0.134 -1.246 0.1 -0.1 -0.1
H -0.564 -1.626 1.133 -0.2 0.1 -0.1
H -0.901 -3.215 0.455 -0.3 0.2 -0.2
H -2.361 -1.974 2.836 0.0 -0.1 0.0
H -1.241 -3.340 2.875 0.0 0.0 -0.1
H -2.821 -3.489 2.072 0.2 0.0 0.0
H -2.948 -0.150 -2.033 0.0 0.0 0.1
H -4.214 0.827 -1.235 0.1 -0.1 0.1
H -4.423 -0.939 -1.380 0.1 0.0 0.1
O -2.837 -6.295 -1.983 0.6 0.3 0.3
S -1.639 -6.665 -1.276 0.2 -0.7 -0.2
O -0.989 -5.762 -0.362 -0.4 0.0 -0.4
O -0.548 -7.206 -2.337 -0.6 -0.1 0.7
C -0.209 -6.376 -3.448 0.4 0.7 -0.7
C 0.742 -5.264 -3.047 0.0 0.2 0.3
C -1.919 -8.202 -0.445 0.1 -0.1 -0.1
H -1.110 -5.975 -3.921 0.0 -0.1 0.2
H 0.281 -7.019 -4.183 -0.2 -0.2 0.3
H 0.250 -4.547 -2.385 0.0 0.0 -0.1
H 1.097 -4.724 -3.927 0.0 -0.1 0.0
H 1.601 -5.667 -2.505 0.0 0.0 -0.1
H -2.361 -8.907 -1.147 0.1 0.1 0.0
H -2.603 -8.016 0.383 0.0 0.1 -0.1
H -0.968 -8.575 -0.065 -0.1 0.1 0.0

56
Properties=species:S:1:pos:R:3:forces:R:3 method="wB97M-V/def2-TZVPD" de_lowest_kcal_mol=45.0 smiles="C[C@H]1COC(=O)O1.C[C@H]1COC(=O)O1.CO.CO.CO.CO.CO" homo_energy_ev=-9.91 homo_lumo_gap_ha=0.37210
C -0.381 -0.563 4.677 -1.1 -1.5 -1.1
O -1.280 0.481 4.406 0.6 1.2 1.0
H -0.087 -0.958 3.705 0.6 -0.3 0.1
H 0.508 -0.400 5.286 -0.3 1.0 -0.1
H -0.955 -1.357 5.156 0.2 -0.4 0.3
H -1.789 0.311 3.610 0.0 0.1 0.0
C 0.244 0.499 -4.295 0.3 0.8 0.4
O 0.010 0.408 -5.689 -0.4 -0.3 0.1
H -0.509 0.037 -3.655 -0.2 -0.6 -0.6
H 1.239 0.121 -4.064 0.1 -0.2 0.2
H 0.191 1.526 -3.933 0.2 0.3 -0.2
H 0.262 1.242 -6.091 0.0 0.0 0.0
C -0.376 -3.651 -3.850 1.2 0.3 -1.1
O 0.087 -4.622 -4.823 -0.8 0.2 0.6
H -0.859 -4.114 -2.990 0.2 -0.1 -0.3
H 0.537 -3.106 -3.611 -0.1 0.2 1.0
H -1.001 -2.878 -4.298 -0.5 -0.3 -0.1
H 0.726 -4.146 -5.358 0.0 -0.1 -0.2
C -3.854 -3.979 0.789 -3.2 1.4 0.5
O -2.545 -4.153 0.921 4.4 -1.8 0.0
H -4.563 -4.758 1.068 0.4 -0.9 -0.1
H -4.058 -3.219 1.544 -1.2 0.9 -0.6
H -4.036 -3.730 -0.256 -0.3 0.5 0.3
H -2.318 -4.478 1.795 0.0 0.0 0.0
C -2.540 2.519 1.570 -1.9 -0.3 -0.4
O -2.985 2.110 2.880 0.9 0.0 0.0
H -1.466 2.640 1.430 -0.2 -0.1 0.6
H -2.950 1.788 0.874 0.6 -0.2 -0.4
H -3.082 3.425 1.299 0.5 0.5 0.0
H -3.935 1.979 2.829 0.0 0.1 -0.1
C 1.609 -1.490 1.199 -0.4 -0.2 -0.8
C 1.166 -1.477 -0.265 0.4 0.4 2.7
C -0.122 -2.225 -0.471 1.6 -1.3 -1.7
O -1.002 -1.263 -0.977 -1.9 0.9 -0.1
C -0.449 -0.022 -0.956 -3.1 2.2 -1.0
O -1.007 1.049 -1.274 1.9 -3.8 1.0
O 0.752 -0.160 -0.500 2.6 2.4 -0.4
H 2.351 -0.710 1.367 0.2 -0.4 0.1
H 1.956 -2.514 1.339 0.3 0.2 0.7
H 0.732 -1.265 1.806 0.1 -0.2 0.2
H 2.038 -1.795 -0.837 -0.4 0.3 -0.7
H -0.429 -2.789 0.410 -0.6 0.3 -0.3
H 0.140 -2.853 -1.323 -0.8 -0.8 0.3
C 2.839 2.166 0.996 2.0 -0.2 0.3
C 2.994 3.679 1.216 -0.9 -1.8 -0.9
C 3.238 4.514 -0.045 0.4 -0.8 0.0
O 2.088 5.343 -0.120 0.0 0.1 -0.2
C 1.207 5.007 0.857 -4.4 5.2 0.5
O 0.147 5.716 1.072 4.9 -4.0 -1.1
O 1.665 4.030 1.586 -0.5 0.3 1.2
H 3.844 1.771 0.852 0.3 -0.2 -0.1
H 2.279 1.800 0.135 -0.4 0.7 0.1
H 2.502 1.696 1.920 -0.3 0.1 -0.1
H 3.699 3.903 2.017 -0.2 0.0 0.1
H 3.337 3.870 -0.919 -0.5 0.0 -0.2
H 4.190 5.044 -0.015 -0.4 0.6 0.2

55
Properties=species:S:1:pos:R:3:forces:R:3 method="wB97M-V/def2-TZVPD" de_lowest_kcal_mol=0.0 smiles="CC(=O)OCCC[C@H]1CCCS(=O)(=O)O1.CO.CO.CO.CO" homo_energy_ev=-10.14 homo_lumo_gap_ha=0.38392
C -3.807 1.775 1.275 -0.2 -0.1 -0.4
C -2.859 1.491 0.152 1.0 1.2 -0.5
O -1.924 2.217 -0.153 -1.0 -1.3 0.4
O -3.152 0.336 -0.502 0.2 0.1 0.8
C -1.993 -0.374 -0.944 0.0 -0.5 -0.6
C -1.153 -0.953 0.199 0.1 -0.3 -0.2
C 0.359 -0.709 0.039 -0.3 0.9 -0.2
C 0.915 0.199 1.131 0.1 -0.6 -0.3
C 1.646 -0.548 2.222 0.4 0.1 0.9
C 2.545 0.397 3.038 -0.3 0.5 -0.5
C 1.877 1.776 3.137 -0.3 -1.0 -0.5
S 1.919 2.482 1.484 0.3 0.5 0.0
O 3.201 3.078 1.277 0.2 -0.3 -0.1
O 0.752 3.266 1.247 -0.2 -0.1 0.2
O 1.868 1.158 0.581 -0.1 0.3 0.3
H -3.653 1.047 2.068 0.1 -0.1 0.1
H -4.821 1.646 0.910 -0.2 0.0 0.0
H -3.677 2.781 1.644 0.1 0.2 0.0
H -1.401 0.220 -1.624 0.2 0.4 0.1
H -2.370 -1.198 -1.539 -0.3 0.0 -0.1
H -1.543 -0.573 1.142 0.1 0.1 0.2
H -1.314 -2.026 0.225 -0.1 -0.2 0.1
H 0.498 -0.177 -0.899 0.1 0.0 -0.2
H 0.903 -1.639 -0.032 0.1 -0.1 0.1
H 0.081 0.773 1.525 -0.1 0.2 0.1
H 0.939 -1.022 2.903 -0.3 -0.1 -0.1
H 2.290 -1.331 1.830 -0.1 -0.1 -0.4
H 3.466 0.558 2.487 0.4 -0.3 0.2
H 2.739 -0.012 4.022 0.2 0.0 0.2
H 2.367 2.445 3.828 0.0 0.3 0.0
H 0.830 1.617 3.374 -0.1 0.4 0.3
C 0.757 -5.125 0.466 0.2 0.1 0.2
O 1.167 -3.778 0.721 -0.1 -0.2 -0.2
H 0.077 -5.120 -0.381 0.0 0.1 0.0
H 1.627 -5.741 0.225 -0.1 -0.1 0.0
H 0.243 -5.547 1.331 0.0 0.0 0.0
H 1.767 -3.799 1.471 0.0 0.1 0.1
C 1.153 0.627 -4.029 -0.2 0.1 0.0
O -0.136 0.046 -3.835 0.1 -0.1 0.0
H 1.894 -0.135 -3.801 0.0 0.0 0.0
H 1.283 0.953 -5.064 0.1 0.0 0.0
H 1.303 1.479 -3.361 0.1 0.0 0.0
H -0.791 0.719 -4.037 -0.1 0.0 0.0
C 2.710 -4.529 -3.108 -0.1 0.1 0.3
O 3.229 -3.689 -2.082 0.0 -0.1 -0.1
H 3.339 -4.410 -3.987 0.0 0.0 0.0
H 2.728 -5.577 -2.795 0.0 0.0 -0.1
H 1.686 -4.237 -3.359 0.0 -0.1 -0.1
H 2.664 -3.801 -1.311 0.0 0.2 0.1
C -3.336 5.489 0.175 -0.2 0.0 0.0
O -4.668 4.976 0.262 0.2 -0.1 0.1
H -2.655 4.699 0.483 0.0 0.0 0.0
H -3.096 5.778 -0.851 0.1 0.0 0.0
H -3.206 6.351 0.834 0.1 0.0 0.0
H -5.268 5.671 -0.014 -0.1 0.0 0.0